Record 1
Formula: C30H44LuN2O6P2
Source: the OMol25 dataset
Level of theory: ωB97M-V/def2-TZVPD

```
85
Properties=species:S:1:pos:R:3
Lu -0.58120 1.09513 -1.88092
C -0.93198 -1.89925 1.89809
C 0.35833 -2.06507 1.32369
C 0.61004 -0.94269 3.31023
C -0.77164 -1.23393 3.14265
C 1.30618 -1.43811 2.17778
C -2.20969 -2.33597 1.30702
H -2.07657 -3.25070 0.71392
H -2.63457 -1.56880 0.63892
H -2.94957 -2.53725 2.09146
C -1.84181 -0.91479 4.10208
H -2.70603 -1.56813 3.94435
H -2.19240 0.12557 4.02148
H -1.48515 -1.04747 5.13223
C 1.23796 -0.28635 4.47250
H 1.71433 -1.01991 5.14265
H 0.49436 0.27339 5.05418
H 2.02064 0.41824 4.15562
C 2.75953 -1.35164 1.93831
H 3.25830 -2.31130 2.14669
H 3.21710 -0.58823 2.57994
H 2.97017 -1.08240 0.89161
C 0.68464 -2.82760 0.10353
H 1.06608 -3.83485 0.34466
H 1.46447 -2.32564 -0.48269
H -0.20038 -2.96209 -0.53024
C -2.70675 0.35927 -1.91485
C -2.46865 -0.40989 -3.18336
C -1.26810 -1.32583 -3.35118
C 0.02624 -0.55548 -3.66784
C 1.00938 -0.50934 -2.46252
C 2.19379 0.45177 -2.71262
C 2.05247 1.95039 -2.39379
C 0.78903 2.61936 -2.92786
H -1.45613 -2.00144 -4.20464
H -0.19915 0.46154 -4.08333
H -1.14099 -1.99168 -2.47567
H 0.73477 2.55145 -4.02311
H -2.73715 1.47962 -1.92086
H -2.70432 0.10939 -4.12907
H 0.72116 3.67052 -2.60674
H 2.13135 2.10434 -1.30207
H 2.47791 0.36252 -3.77462
H 2.95491 2.43415 -2.80116
H 0.58626 -1.05321 -4.47987
H 1.43873 -1.52097 -2.44711
P -4.15267 -1.43873 -2.64262
C -5.46226 -0.94116 -3.75861
C -3.84134 -3.19663 -2.61040
P 3.98470 -0.28291 -1.93121
C -3.71009 -0.45271 -1.27466
C 4.64831 -1.22360 -3.35945
C 5.08899 1.17931 -2.03121
H -6.07269 -0.14087 -3.31676
H -6.11488 -1.80639 -3.95947
H -5.03396 -0.59236 -4.71036
H -2.86208 -3.43574 -3.04612
H -4.62439 -3.70200 -3.19864
H -3.88911 -3.55408 -1.57042
H 4.97685 1.75040 -2.96349
H 6.11714 0.80011 -1.95245
H 4.88662 1.82268 -1.16163
H -4.21812 -0.30761 -0.32495
H 0.55909 -0.50185 -1.40640
H 5.73707 -1.29804 -3.22182
H 4.42226 -0.74367 -4.32243
H 4.21640 -2.23388 -3.32219
O -1.47220 1.48559 0.18333
C -0.29553 1.51021 0.70798
O 0.69254 1.03351 0.02416
C -0.09250 2.13135 2.03193
C 1.16611 2.57375 2.46815
C 1.25670 3.24686 3.70784
C 0.12287 3.54723 4.47210
C -1.09749 3.00661 4.05533
C -1.22925 2.34573 2.81696
N -2.21100 2.95172 4.96974
O -2.16303 3.61242 6.02672
O -3.17888 2.21473 4.65767
N 2.56484 3.45083 4.28484
O 3.53364 2.88658 3.72621
O 2.67738 4.14881 5.31281
H 2.05523 2.36824 1.87755
H 0.19551 4.10507 5.40068
H -2.19673 1.97386 2.48391
```

For the HOMO-LUMO gap (spin up / spin down), the calculation gives 0.2133 / 0.2138 Eh. For the relative energy (zero: lowest compared OMol25 entry of this formula, charge and spin), the calculation gives 0.0 kJ/mol. The LUMO energy (spin up / spin down) is -3.5 / -3.4 eV. Its total charge is +1. The max |F| comes out at 4.411 eV/A. The spin multiplicity is 1.



Record 2
Formula: C30H45B2F4IN4O4RbSb
Source: the OMol25 dataset
Level of theory: ωB97M-V/def2-TZVPD

```
92
Properties=species:S:1:pos:R:3
Rb 0.75277 -0.48224 -0.33694
C 3.16006 2.75894 1.80123
C 1.90993 2.22351 1.17362
N 1.72017 2.07404 -0.07903
O 2.75512 2.32477 -0.91758
B 2.32596 2.51571 -2.36386
F 1.85048 3.81561 -2.49847
F 3.46656 2.26678 -3.10529
O 1.27319 1.58250 -2.93838
N 0.16536 1.44192 -2.16819
C -0.96930 1.40058 -2.74506
C -1.24857 1.60408 -4.20099
C -2.09291 1.14152 -1.77167
N -1.78201 0.38199 -0.78984
O -2.78599 0.19676 0.17660
B -2.54298 0.71847 1.58835
F -3.07575 1.99622 1.65436
F -3.33297 -0.17804 2.37802
O -1.20472 0.62965 2.15263
N -0.26081 1.29966 1.39427
C 0.76361 1.71292 2.03200
C 0.93939 1.62022 3.51504
C -3.40473 1.83141 -1.96962
H 3.86759 3.01856 1.01822
H 3.62083 2.02773 2.46931
H 2.94760 3.65245 2.39184
H -0.30518 1.66345 -4.73785
H -1.80030 2.53168 -4.36830
H -1.85020 0.78872 -4.61001
H -0.02639 1.50467 3.99962
H 1.44089 2.50899 3.89579
H 1.55858 0.75851 3.77950
H -3.89211 1.45884 -2.87413
H -3.23791 2.89950 -2.11685
H -4.05522 1.68795 -1.11200
I 4.22166 -0.55045 -0.53044
C 4.48715 -2.59599 -0.28067
C 5.68297 -3.10008 0.13885
C 5.86202 -4.49765 0.27773
C 4.84969 -5.36437 -0.00297
C 3.59277 -4.87976 -0.44508
C 2.52028 -5.75626 -0.76630
C 1.31700 -5.28863 -1.20579
C 1.10323 -3.88691 -1.34637
C 2.14082 -3.09410 -1.02468
C 3.41219 -3.47891 -0.58123
H 6.50533 -2.43360 0.36022
H 6.82060 -4.87447 0.60928
H 4.99026 -6.43320 0.10046
H 2.68355 -6.82183 -0.66280
H 0.51776 -5.97507 -1.45632
H 0.15160 -3.50890 -1.70223
C -2.53782 -2.88790 -2.06264
C -3.97433 -2.81533 -1.53532
C -4.69254 -1.68299 -2.27219
C -4.68396 -4.14622 -1.78128
Sb -3.85588 -2.16160 0.54405
C -5.84989 -1.66242 1.22991
C -6.11145 -0.21525 0.79511
C -5.94465 -1.74774 2.75289
C -6.87928 -2.60505 0.60411
C -2.99191 -3.73005 1.80246
C -3.97784 -4.88714 1.96409
C -2.64569 -3.13724 3.16763
C -1.70591 -4.22254 1.14149
H -2.57091 -2.92984 -3.15658
H -2.01232 -3.77938 -1.71988
H -1.94909 -2.00693 -1.78969
H -4.72262 -1.91716 -3.34199
H -4.17361 -0.73148 -2.15554
H -5.72213 -1.55339 -1.93841
H -4.48579 -4.45168 -2.81512
H -5.76416 -4.07010 -1.66673
H -4.32896 -4.95301 -1.13907
H -5.43810 0.48405 1.29016
H -7.13813 0.04772 1.07132
H -6.01498 -0.07213 -0.28200
H -5.18400 -1.15406 3.25518
H -5.89727 -2.77638 3.11394
H -6.92316 -1.35009 3.04162
H -6.99893 -2.43504 -0.46608
H -7.84956 -2.40763 1.07225
H -6.64963 -3.66082 0.76376
H -4.91206 -4.57895 2.43344
H -3.52166 -5.64077 2.61716
H -4.21218 -5.37959 1.01942
H -3.51934 -2.77314 3.70609
H -1.93530 -2.31340 3.09553
H -2.19061 -3.93525 3.76443
H -1.89274 -4.77499 0.21977
H -1.19849 -4.90396 1.83236
H -1.01065 -3.40848 0.92361
```

For the HOMO-LUMO gap (spin up / spin down), the calculation gives 0.2483 / 0.2332 Eh. For the relative energy (zero: lowest compared OMol25 entry of this formula, charge and spin), the calculation gives 76.2 kJ/mol. The LUMO energy (spin up / spin down) is -1.1 / -1.6 eV. The max |F| comes out at 0.680 eV/A. The spin multiplicity is 1.



Record 3
Formula: C30H45F3N8O3RbSSi
Source: the OMol25 dataset
Level of theory: ωB97M-V/def2-TZVPD

```
92
Properties=species:S:1:pos:R:3
Rb -0.63257 0.74760 -0.51959
C -2.07921 -3.02109 -2.55728
C -1.00142 -2.31061 -3.33435
C -0.73601 -2.63771 -4.65141
C 0.28345 -1.91960 -5.29274
C 0.97569 -0.95494 -4.61808
C 0.67096 -0.66582 -3.24120
N -0.34427 -1.37058 -2.65225
N 1.31618 0.23084 -2.50452
Si 2.46168 1.38056 -2.99603
C 1.82415 2.57123 -4.31983
C 2.91674 2.43438 -1.50721
C 4.09766 0.66783 -3.63458
H -2.56925 -3.79193 -3.15374
H -2.83262 -2.30605 -2.22049
H -1.65159 -3.48426 -1.66331
H -1.29810 -3.40989 -5.15930
H 0.52490 -2.13301 -6.32939
H 1.76581 -0.40014 -5.10732
H 0.96340 3.13356 -3.94974
H 1.51468 2.05564 -5.23208
H 2.60395 3.29222 -4.58527
H 2.03430 2.86934 -1.02875
H 3.56923 3.26045 -1.80609
H 3.44884 1.84692 -0.75432
H 3.97149 0.11795 -4.57063
H 4.54109 -0.01747 -2.90803
H 4.81325 1.47597 -3.81673
C 0.72528 -4.76445 1.62192
N -0.00474 -3.81778 0.79608
C 0.87427 -2.89367 0.09457
C -1.17836 -3.27811 1.29675
N -1.35634 -2.01526 1.21178
C -2.59560 -1.40060 1.37584
C -3.71145 -1.86638 0.71534
C -4.97145 -1.26907 0.89907
C -5.11060 -0.21645 1.75312
C -3.98027 0.33302 2.41112
C -4.14176 1.45137 3.26291
C -3.05816 2.02877 3.85339
C -1.77001 1.53059 3.60222
C -1.56283 0.44122 2.78598
N -0.24961 0.13231 2.41264
C 0.67498 -0.08986 3.26529
N 1.99514 0.12891 2.92083
C 2.25923 0.86045 1.69360
C 3.00713 -0.85458 3.25054
N 0.50151 -0.58756 4.55577
C -0.67222 -1.36626 4.87072
C 1.12212 0.07709 5.68067
C -2.69026 -0.21871 2.18985
N -2.02141 -4.22162 1.88251
C -2.98558 -3.87504 2.90125
C -2.31399 -5.45552 1.18500
H 1.33513 -5.40853 0.98647
H 0.04709 -5.38418 2.20142
H 1.39497 -4.24197 2.31938
H 1.65449 -3.47281 -0.40079
H 1.33805 -2.18295 0.79087
H 0.32967 -2.32437 -0.65624
H -3.60322 -2.72188 0.05933
H -5.83009 -1.66032 0.36652
H -6.07750 0.24287 1.91867
H -5.13505 1.86034 3.40094
H -3.17476 2.91063 4.47021
H -0.90290 2.06106 3.97658
H 1.55433 1.68144 1.58734
H 2.19821 0.21561 0.80709
H 3.27064 1.26845 1.74482
H 2.72010 -1.41757 4.13462
H 3.95939 -0.35540 3.44419
H 3.16105 -1.56051 2.42362
H -1.00265 -1.88391 3.97263
H -1.50450 -0.76075 5.24823
H -0.40874 -2.11236 5.62651
H 1.93622 0.70901 5.33481
H 1.52159 -0.65466 6.39043
H 0.39664 0.70683 6.21203
H -2.72296 -2.93519 3.37847
H -2.99003 -4.66197 3.66246
H -3.99926 -3.77078 2.50013
H -1.60809 -5.60322 0.37204
H -3.32772 -5.42907 0.76396
H -2.25412 -6.31239 1.86450
F -2.26018 5.37012 -1.16022
C -1.11922 4.80670 -0.74137
F -0.66180 4.03031 -1.74466
F -0.22174 5.78417 -0.55742
S -1.37085 3.81582 0.79408
O -1.76538 4.80175 1.76734
O -2.39171 2.86546 0.39490
O -0.05746 3.22650 0.98968
```

For the HOMO-LUMO gap, the calculation gives 0.2269 Eh. For the relative energy (zero: lowest compared OMol25 entry of this formula, charge and spin), the calculation gives 0.0 kJ/mol. The LUMO energy is 2.0 eV. Its total charge is -1. The max |F| comes out at 0.323 eV/A. The spin multiplicity is 1.



Record 4
Formula: C30H45GeN4PdS3
Source: the OMol25 dataset
Level of theory: ωB97M-V/def2-TZVPD

```
84
Properties=species:S:1:pos:R:3
Pd 1.48867 1.78672 -0.95877
S 2.88898 0.12452 -1.71819
C 1.87814 -1.23349 -1.82390
N 2.16287 -2.24905 -2.58910
C 1.28940 -3.43685 -2.58931
C 0.74312 -3.65918 -1.20929
N 0.10658 -2.42651 -0.71427
C -1.11870 -2.62321 0.09584
C -2.22989 -3.17038 -0.76234
C -2.77285 -2.38569 -1.77830
C -3.77929 -2.89469 -2.58202
C -4.25137 -4.18561 -2.37120
C -3.71765 -4.96552 -1.35773
C -2.70310 -4.45965 -0.55414
C 0.62984 -1.26891 -0.99018
S -0.04226 0.20207 -0.44438
C 3.34999 -2.21601 -3.49853
C 3.25930 -3.22315 -4.60434
C 2.40717 -2.99537 -5.68205
C 2.30748 -3.93294 -6.69759
C 3.06590 -5.09595 -6.64412
C 3.92602 -5.32055 -5.57877
C 4.02170 -4.38541 -4.55785
H 1.88257 -4.29095 -2.90699
H 0.49202 -3.29256 -3.32143
H 1.51946 -3.95663 -0.50010
H -0.02192 -4.43240 -1.24070
H -1.38188 -1.67119 0.54955
H -0.85514 -3.32700 0.88694
H -2.41946 -1.37111 -1.93454
H -4.20557 -2.28389 -3.36639
H -5.04178 -4.57953 -2.99550
H -4.09002 -5.96662 -1.18859
H -2.29185 -5.06853 0.24340
H 4.23355 -2.37943 -2.87727
H 3.40172 -1.19794 -3.88941
H 1.83137 -2.07701 -5.73691
H 1.65156 -3.75225 -7.53832
H 2.99487 -5.82200 -7.44255
H 4.52816 -6.21819 -5.54631
H 4.70382 -4.55516 -3.73215
C -4.79637 0.03037 5.43586
C -4.03869 1.28783 5.02882
C -3.47597 1.19183 3.61601
C -2.71647 2.45011 3.18700
Ge -1.02128 2.68872 4.07647
C -0.20760 1.57130 5.42672
C 0.07324 2.63667 6.49873
C -1.13213 3.56801 6.60773
C -0.91560 4.81642 7.44222
H -5.20185 0.11775 6.44215
H -4.14415 -0.84465 5.41388
H -5.63194 -0.15328 4.75976
H -3.22874 1.46798 5.74703
H -4.69745 2.15877 5.09075
H -4.29989 1.03484 2.91653
H -2.82938 0.31127 3.52997
H -3.30244 3.35725 3.36879
H -2.48159 2.46408 2.11688
H -0.09271 3.75503 3.48372
H 0.68851 1.06983 5.06398
H -0.92379 0.82043 5.75809
H 0.95966 3.21468 6.22742
H 0.27407 2.18549 7.47066
H -2.01844 3.01898 6.93150
H -1.42552 3.95492 5.56294
H -0.69194 4.51253 8.46637
H -1.79976 5.44948 7.47007
H -0.07376 5.40034 7.07161
S 0.27709 3.74136 -0.41725
C 1.50050 4.28603 -1.47316
N 2.70293 3.55414 -1.33352
C 3.80601 3.73466 -2.32850
C 3.25025 4.23710 -3.64430
C 2.42168 5.48633 -3.40641
N 1.36817 5.16333 -2.42399
H 3.04459 3.64791 -0.37943
H 4.30740 2.77593 -2.44146
H 4.51667 4.44850 -1.90994
H 2.63578 3.46990 -4.12118
H 4.07644 4.46185 -4.31678
H 1.92321 5.82021 -4.31264
H 3.02726 6.31013 -3.02594
H 0.45253 5.58282 -2.52933
```

For the HOMO-LUMO gap, the calculation gives 0.2460 Eh. For the relative energy (zero: lowest compared OMol25 entry of this formula, charge and spin), the calculation gives 0.0 kJ/mol. The LUMO energy is -8.8 eV. Its total charge is +3. The max |F| comes out at 0.271 eV/A. The spin multiplicity is 1.



Record 5
Formula: C30H45N4O4SbZr
Source: the OMol25 dataset
Level of theory: ωB97M-V/def2-TZVPD

```
85
Properties=species:S:1:pos:R:3
Zr -0.12415 0.18606 -0.25117
N -0.20322 2.02718 1.32190
C 0.64485 1.71176 2.50779
C 1.95411 1.04069 2.06580
O 2.99199 1.36248 2.64161
N 1.80667 0.19567 1.03669
C 2.99039 0.04027 0.20534
C 2.67433 0.28878 -1.27818
O 3.50770 0.10806 -2.13109
O 1.42947 0.69738 -1.54615
H 0.19480 2.81172 0.81370
H -1.13046 2.31695 1.62475
H 0.06148 1.05345 3.14355
H 0.89649 2.60000 3.08593
H 3.46384 -0.94000 0.25043
H 3.76126 0.75238 0.51436
C 0.15708 -1.93594 -3.23428
C 1.38151 -2.55943 -2.63181
C 2.40903 -3.02622 -3.44106
C 3.55965 -3.56814 -2.89553
C 3.69783 -3.66547 -1.52402
C 2.69034 -3.23258 -0.67137
C 2.85323 -3.36574 0.82384
C 1.54003 -2.67824 -1.24856
N 0.51673 -2.18617 -0.36325
C -0.17885 -3.02458 0.29736
C -0.22692 -4.49732 0.02184
C -1.00835 -2.48463 1.43936
C -1.68689 -3.47997 2.33098
N -1.02925 -1.22162 1.60375
C -1.66958 -0.69835 2.77647
C -2.92219 -0.08486 2.66607
C -3.68773 -0.01068 1.37125
C -3.49019 0.43436 3.82662
C -2.84602 0.34152 5.04830
C -1.61145 -0.27744 5.13087
C -0.99802 -0.80666 4.00165
C 0.36189 -1.44816 4.12265
H 0.10011 -2.16369 -4.29821
H 0.20227 -0.85018 -3.13166
H -0.76393 -2.25548 -2.74761
H 2.30314 -2.94271 -4.51535
H 4.35944 -3.90675 -3.54134
H 4.60744 -4.07613 -1.10264
H 3.90948 -3.42652 1.08336
H 2.37943 -4.27993 1.18918
H 2.42258 -2.51830 1.35522
H 0.44154 -4.76530 -0.79025
H -1.25086 -4.74751 -0.26625
H 0.01780 -5.09675 0.89837
H -2.33024 -4.12774 1.73524
H -2.28250 -2.99676 3.09815
H -0.94363 -4.11949 2.81235
H -3.16097 -0.45472 0.52707
H -3.88572 1.03058 1.10280
H -4.66037 -0.49370 1.48456
H -4.46352 0.90655 3.76150
H -3.30535 0.74951 5.93943
H -1.10330 -0.34284 6.08576
H 1.00436 -0.85622 4.77523
H 0.86891 -1.53122 3.16296
H 0.28115 -2.44446 4.56546
C -3.98060 2.59579 -2.96862
C -2.92027 3.62106 -2.57697
Sb -1.03914 2.69280 -2.12151
C -0.59318 1.85105 -4.03623
C -0.80046 2.73830 -5.25702
C 0.20964 4.45609 -2.02553
C -0.07786 5.61362 -2.97562
H -4.93736 3.07530 -3.18512
H -4.14274 1.86382 -2.17538
H -3.68253 2.04033 -3.86014
H -3.22007 4.18110 -1.68901
H -2.75656 4.34439 -3.37706
H -1.22024 0.95786 -4.08800
H 0.43654 1.50088 -3.94917
H -1.81021 3.15304 -5.29322
H -0.64745 2.17373 -6.17939
H -0.09954 3.57234 -5.26921
H 1.23438 4.09476 -2.13945
H 0.12124 4.79921 -0.98993
H 0.06703 5.32763 -4.01645
H 0.58401 6.45897 -2.77416
H -1.10260 5.97435 -2.87411
O -1.61821 -0.44928 -1.04250
```

For the HOMO-LUMO gap, the calculation gives 0.2685 Eh. For the relative energy (zero: lowest compared OMol25 entry of this formula, charge and spin), the calculation gives 96.6 kJ/mol. The LUMO energy is -0.7 eV. The max |F| comes out at 0.498 eV/A. The spin multiplicity is 1.



Question: Among the records above, which one has the highest max |F|?
Answer: C30H44LuN2O6P2



Question: Number 3 is which compound?
Answer: C30H45F3N8O3RbSSi